1.
C3H8N2O2 | ωB97M-V/def2-TZVPD

Properties
lowest unoccupied orbital energy = 0.8 eV
Kohn-Sham gap = 9.600 eV
HOMO energy = -8.84 eV
DFT total energy = -10315.3984 eV

```
! wB97M-V def2-TZVPD RIJCOSX def2/J DEFGRID3
* xyz 0 1
C -0.276 1.645 1.730
C 0.517 0.547 1.551
N 0.561 -0.191 2.711
C -0.312 0.334 3.499
N -0.839 1.498 2.991
H -0.191 2.555 1.160
H 1.183 0.487 0.705
H -0.723 -0.079 4.407
H -1.695 1.849 3.384
H 0.938 -0.947 -3.545
H 2.286 -0.978 -4.366
O 1.473 -0.514 -4.196
H -1.451 -1.594 -3.739
H -0.624 -2.761 -3.261
O -0.848 -1.850 -3.032
*
```

Results of the natural (NBO) charge analysis, in e, for atoms 1 through 6: C -0.12; C -0.09; N -0.46; C 0.18; N -0.54; H 0.22



2.
C4H7N5 | ωB97M-V/def2-TZVPD

Properties
lowest unoccupied orbital energy = 0.6 eV
Kohn-Sham gap = 8.163 eV
HOMO energy = -7.58 eV
DFT total energy = -11710.1850 eV

```
! wB97M-V def2-TZVPD RIJCOSX def2/J DEFGRID3
* xyz 0 1
C 1.603 -0.264 -0.060
C 0.610 -1.133 -0.061
C -1.766 -1.036 -0.039
C -0.328 0.934 -0.017
H 3.233 -1.268 -0.517
H 3.236 -0.394 1.163
H 0.531 -2.163 0.138
H -1.609 -2.129 -0.014
H -3.509 -1.263 0.048
H -0.753 2.832 -0.005
H 1.634 1.678 -0.497
N 2.977 -0.358 -0.004
N -0.545 -0.421 0.004
N -2.878 -0.446 0.050
N -1.186 1.881 0.012
N 1.135 1.017 0.045
*
```

Results of the natural (NBO) charge analysis, in e, for atoms 1 through 6: C 0.27; C -0.15; C 0.27; C 0.57; H 0.38; H 0.38



- Which formula does entry 1 have?
  C3H8N2O2



- The highest DFT total energy belongs to which entry?
  C3H8N2O2



- lowest unoccupied orbital energy of number 1 (C3H8N2O2)?
  0.8 eV